Record 1
Below is an isolated ion of composition C3H7O2 and charge -1 at a distorted geometry, with properties calculated with ωB97M-V/def2-TZVPD.

Structure (ORCA input):
```
! wB97M-V def2-TZVPD RIJCOSX def2/J DEFGRID3
* xyz -1 1
C 0.32 0.96 1.34
O 0.94 0.59 0.12
C 0.15 -0.51 -0.57
C -1.19 0.22 -1.12
O -0.03 -1.50 0.16
H -0.76 0.76 1.46
H 0.75 0.22 2.05
H 0.64 1.95 1.53
H 0.95 -0.67 -1.43
H -1.24 1.25 -0.81
H -2.13 -0.33 -0.76
H -1.14 0.11 -2.18
*
```

Computed properties:
LUMO level ... 0.1668 Ha
E_tot ... -268.9501 Eh
Kohn-Sham gap ... 7.192 eV
ΔE to the lowest compared entry with this formula, charge and spin ... 2.447 eV
Maximum force ... 2.810 eV/A
SMILES string ... CO[C@H](C)[O-]
HOMO ... -2.653 eV



Record 2
Below is one molecule with the formula C3H7O2P at a distorted geometry, with properties calculated with ωB97M-V/def2-TZVPD.

Structure (ORCA input):
```
! wB97M-V def2-TZVPD RIJCOSX def2/J DEFGRID3
* xyz 0 1
O -2.11 2.03 1.71
C -1.80 0.75 1.75
P -0.50 0.04 0.61
C 0.36 -0.77 -0.98
C 1.54 -0.48 -1.39
O 2.41 -1.11 -2.22
H -1.27 2.54 1.79
H -2.68 0.07 1.82
H -0.53 -1.06 1.26
H 0.51 0.73 1.19
H 0.01 -1.68 -1.47
H 2.07 0.42 -1.07
H 1.98 -1.48 -3.01
*
```

Computed properties:
LUMO level ... 0.0199 Ha
E_tot ... -610.1580 Eh
Kohn-Sham gap ... 7.813 eV
ΔE to the lowest compared entry with this formula, charge and spin ... 5.442 eV
Maximum force ... 4.086 eV/A
SMILES string ... OC=[PH2]/C=C/O
HOMO ... -7.272 eV



Record 3
Below is a 2-piece molecular cluster, C3H7O2PS overall at a distorted geometry, with properties calculated with ωB97M-V/def2-TZVPD.

Structure (ORCA input):
```
! wB97M-V def2-TZVPD RIJCOSX def2/J DEFGRID3
* xyz 0 1
C -1.46 0.27 -0.71
C -1.88 1.55 -0.07
C 1.85 -1.92 1.26
O -1.26 -0.64 0.31
O -1.19 1.62 1.12
P -1.08 0.09 1.79
S -2.88 -0.19 2.62
H -2.23 -0.05 -1.49
H -0.41 0.44 -1.21
H -1.66 2.49 -0.56
H -2.90 1.52 0.23
H 1.29 -1.18 0.66
H 1.16 -2.53 1.74
H 2.88 -2.15 1.29
*
```

Computed properties:
LUMO level (alpha / beta) ... 0.0042 / -0.1005 Ha
E_tot ... -1008.4231 Eh
Kohn-Sham gap (alpha / beta) ... 9.789 / 6.120 eV
ΔE to the lowest compared entry with this formula, charge and spin ... 3.796 eV
Maximum force ... 3.653 eV/A
HOMO (alpha / beta) ... -9.674 / -8.853 eV



Record 4
Below is a 2-piece molecular cluster, C3H7O2S overall, with properties calculated with ωB97M-V/def2-TZVPD.

Structure (ORCA input):
```
! wB97M-V def2-TZVPD RIJCOSX def2/J DEFGRID3
* xyz 0 2
C 1.41 2.12 1.10
C 1.24 1.25 -0.17
S 2.11 -0.38 -0.13
H 0.47 2.62 1.30
H 1.72 1.53 1.96
H 2.15 2.89 0.88
H 1.62 1.77 -1.04
H 0.17 1.17 -0.39
H 1.13 -1.05 0.52
O -3.00 -0.04 0.15
C -2.22 -0.84 -0.28
O -2.25 -2.04 -0.67
H -1.13 -0.53 -0.25
*
```

Computed properties:
LUMO level (alpha / beta) ... 0.0253 / -0.1362 Ha
E_tot ... -667.0744 Eh
Kohn-Sham gap (alpha / beta) ... 10.138 / 5.741 eV
ΔE to the lowest compared entry with this formula, charge and spin ... 1.444 eV
Maximum force ... 0.992 eV/A
HOMO (alpha / beta) ... -9.450 / -9.448 eV



Record 5
Below is a 2-piece molecular cluster, C3H7O3 overall at a distorted geometry, with properties calculated with ωB97M-V/def2-TZVPD.

Structure (ORCA input):
```
! wB97M-V def2-TZVPD RIJCOSX def2/J DEFGRID3
* xyz -1 1
C 0.92 -1.21 -2.04
C 0.32 -0.99 -0.63
O -0.63 -0.21 -0.48
O 0.90 -1.67 0.25
H 0.92 -2.29 -2.18
H 1.92 -0.81 -2.19
H 0.25 -0.74 -2.76
C -0.32 2.32 1.20
O -1.14 1.25 1.64
H -1.16 0.56 0.95
H 0.73 2.08 1.38
H -0.43 2.42 0.12
H -0.62 3.15 1.84
*
```

Computed properties:
LUMO level ... 0.1556 Ha
E_tot ... -344.2822 Eh
Kohn-Sham gap ... 8.453 eV
ΔE to the lowest compared entry with this formula, charge and spin ... 0.761 eV
Maximum force ... 1.882 eV/A
HOMO ... -4.218 eV



Record 6
Below is a 2-piece molecular cluster, C3H7O3 overall at a distorted geometry, with properties calculated with ωB97M-V/def2-TZVPD.

Structure (ORCA input):
```
! wB97M-V def2-TZVPD RIJCOSX def2/J DEFGRID3
* xyz -1 1
C 0.46 2.21 0.24
O -0.29 3.34 0.52
H -1.17 3.09 0.83
H 1.46 2.11 0.50
H 0.24 2.10 -0.78
H -0.07 1.26 0.58
C 0.28 -2.27 -0.76
C -0.62 -1.61 0.36
O 0.04 -0.77 1.01
O -1.75 -2.08 0.57
H 0.02 -1.82 -1.73
H 0.09 -3.38 -0.87
H 1.30 -2.19 -0.47
*
```

Computed properties:
LUMO level ... 0.1396 Ha
E_tot ... -344.2452 Eh
Kohn-Sham gap ... 7.875 eV
ΔE to the lowest compared entry with this formula, charge and spin ... 1.768 eV
Maximum force ... 5.068 eV/A
HOMO ... -4.076 eV



Record 7
Below is a 2-piece molecular cluster, C3H7O3 overall at a distorted geometry, with properties calculated with ωB97M-V/def2-TZVPD.

Structure (ORCA input):
```
! wB97M-V def2-TZVPD RIJCOSX def2/J DEFGRID3
* xyz -1 1
C -2.18 -1.43 0.96
O -1.45 -0.40 1.59
H -2.36 -1.26 -0.11
H -1.71 -2.40 1.10
H -3.20 -1.48 1.36
O 1.21 1.85 -0.35
C 1.05 0.63 -0.64
O 0.75 0.24 -1.96
C 1.13 -0.44 0.28
H 0.92 1.03 -2.49
H 1.29 -1.47 -0.04
H -0.56 -0.40 1.16
H 1.53 -0.15 1.26
*
```

Computed properties:
LUMO level ... 0.1496 Ha
E_tot ... -344.2405 Eh
Kohn-Sham gap ... 6.809 eV
ΔE to the lowest compared entry with this formula, charge and spin ... 1.897 eV
Maximum force ... 2.140 eV/A
HOMO ... -2.738 eV



Record 8
Below is a 2-piece molecular cluster, C3H7O3 overall at a distorted geometry, with properties calculated with ωB97M-V/def2-TZVPD.

Structure (ORCA input):
```
! wB97M-V def2-TZVPD RIJCOSX def2/J DEFGRID3
* xyz 0 2
C 1.02 -1.87 0.15
C 1.13 -0.38 -0.38
O 0.92 0.55 0.37
O 1.59 -0.37 -1.58
H 1.50 -1.85 1.05
H 1.66 -2.61 -0.39
H -0.03 -2.20 0.11
C -2.42 1.38 0.94
O -1.61 0.62 0.10
H -0.59 0.73 0.52
H -2.88 0.66 1.64
H -3.27 1.81 0.43
H -1.92 2.32 1.24
*
```

Computed properties:
LUMO level (alpha / beta) ... 0.0270 / -0.1334 Ha
E_tot ... -344.1031 Eh
Kohn-Sham gap (alpha / beta) ... 10.136 / 5.772 eV
ΔE to the lowest compared entry with this formula, charge and spin ... 1.872 eV
Maximum force ... 4.454 eV/A
HOMO (alpha / beta) ... -9.403 / -9.402 eV



Record 9
Below is one molecule with the formula C3H7O3P at a distorted geometry, with properties calculated with ωB97M-V/def2-TZVPD.

Structure (ORCA input):
```
! wB97M-V def2-TZVPD RIJCOSX def2/J DEFGRID3
* xyz 0 1
C 0.39 2.03 -0.58
P 0.07 0.35 0.28
C -1.77 0.14 0.64
O 0.67 -0.81 -0.84
C 0.96 -2.05 -0.21
O 0.05 -2.92 -0.20
O 2.20 -2.42 0.35
H -0.40 2.82 -0.33
H 0.36 1.86 -1.73
H 1.46 2.33 -0.33
H -2.19 -0.90 0.41
H -2.40 0.87 -0.01
H -2.03 0.38 1.72
H 2.62 -1.67 0.83
*
```

Computed properties:
LUMO level ... 0.0225 Ha
E_tot ... -685.5475 Eh
Kohn-Sham gap ... 9.196 eV
ΔE to the lowest compared entry with this formula, charge and spin ... 2.076 eV
Maximum force ... 5.020 eV/A
SMILES string ... CP(C)OC(=O)O
HOMO ... -8.583 eV



Record 10
Below is one molecule with the formula C3H7O3P at a distorted geometry, with properties calculated with ωB97M-V/def2-TZVPD.

Structure (ORCA input):
```
! wB97M-V def2-TZVPD RIJCOSX def2/J DEFGRID3
* xyz 0 1
O -0.53 2.31 2.19
P 0.00 1.93 0.71
O -1.37 2.40 -0.19
O -0.29 0.31 0.56
C 0.62 -0.69 0.27
C 0.04 -1.94 -0.39
C 0.88 -0.96 -1.21
H -1.53 2.27 2.06
H -1.24 1.89 -1.02
H 1.46 -0.90 0.97
H -1.02 -1.96 -0.39
H 0.54 -2.85 -0.30
H 1.85 -1.47 -1.35
H 0.60 -0.32 -1.91
*
```

Computed properties:
LUMO level ... 0.0318 Ha
E_tot ... -685.5848 Eh
Kohn-Sham gap ... 10.220 eV
ΔE to the lowest compared entry with this formula, charge and spin ... 1.059 eV
Maximum force ... 5.757 eV/A
SMILES string ... OP(O)OC1CC1
HOMO ... -9.355 eV



Record 11
Below is C3H7O3Sn as an isolated structure at a distorted geometry, with properties calculated with ωB97M-V/def2-TZVPD.

Structure (ORCA input):
```
! wB97M-V def2-TZVPD RIJCOSX def2/J DEFGRID3
* xyz 0 2
C 2.78 -0.52 -0.14
O 1.72 0.29 -0.06
H 2.61 -1.60 -0.05
H 3.71 -0.15 -0.58
H 4.35 1.89 1.47
O 0.74 3.72 0.42
C 1.87 4.14 1.03
O 2.58 2.91 1.38
C 3.96 2.97 1.67
Sn 1.18 1.88 0.45
H 1.70 4.67 1.99
H 2.54 4.74 0.38
H 4.50 3.60 0.95
H 4.10 3.39 2.67
*
```

Computed properties:
LUMO level (alpha / beta) ... 0.0130 / 0.0091 Ha
E_tot ... -558.2808 Eh
Kohn-Sham gap (alpha / beta) ... 6.777 / 6.737 eV
ΔE to the lowest compared entry with this formula, charge and spin ... 1.796 eV
Maximum force ... 9.479 eV/A
HOMO (alpha / beta) ... -6.422 / -6.489 eV



Record 12
Below is a 2-piece molecular cluster, C3H7O4 overall at a distorted geometry, with properties calculated with ωB97M-V/def2-TZVPD.

Structure (ORCA input):
```
! wB97M-V def2-TZVPD RIJCOSX def2/J DEFGRID3
* xyz -1 1
O -0.57 0.74 -1.23
C -0.86 1.24 -0.13
O -1.35 2.36 0.13
C -0.63 0.30 1.13
C 0.75 -0.28 0.98
O 1.18 -1.19 2.00
H -1.38 -0.49 0.96
H -1.03 0.80 2.01
H 1.04 -0.67 0.01
H 1.45 0.57 1.04
H 0.49 -1.44 2.59
H 0.99 -1.00 -3.43
H -0.15 -0.21 -2.62
O 0.08 -0.72 -3.44
*
```

Computed properties:
LUMO level ... 0.1335 Ha
E_tot ... -419.5290 Eh
Kohn-Sham gap ... 8.133 eV
ΔE to the lowest compared entry with this formula, charge and spin ... 0.494 eV
Maximum force ... 2.670 eV/A
HOMO ... -4.501 eV



Record 13
Below is a 2-piece molecular cluster, C3H7O4P overall at a distorted geometry, with properties calculated with ωB97M-V/def2-TZVPD.

Structure (ORCA input):
```
! wB97M-V def2-TZVPD RIJCOSX def2/J DEFGRID3
* xyz -2 1
C 1.17 1.56 0.15
C -0.01 -0.94 0.30
C 1.61 0.21 -0.36
O -2.61 -1.84 -0.16
O -2.31 0.52 1.15
O -1.73 0.50 -1.39
O 2.75 -0.26 0.05
P -1.68 -0.20 -0.08
H 0.08 1.72 -0.21
H 1.44 1.57 1.21
H 1.76 2.40 -0.39
H -0.08 -1.90 -0.15
H 0.06 -1.24 1.36
H 1.39 0.25 -1.49
H -1.85 -2.36 0.01
*
```

Computed properties:
LUMO level ... 0.2558 Ha
E_tot ... -760.8066 Eh
Kohn-Sham gap ... 6.607 eV
ΔE to the lowest compared entry with this formula, charge and spin ... 2.771 eV
Maximum force ... 3.365 eV/A
HOMO ... 0.354 eV



Record 14
Below is C3H7O4P as an isolated structure at a distorted geometry, with properties calculated with ωB97M-V/def2-TZVPD.

Structure (ORCA input):
```
! wB97M-V def2-TZVPD RIJCOSX def2/J DEFGRID3
* xyz 0 1
C -1.03 -0.71 1.94
C -0.77 0.05 0.70
C -0.04 -0.73 -0.38
O 1.97 -0.84 -2.32
O -0.05 1.28 0.86
O 1.77 1.72 -2.71
O -0.21 -1.90 -0.63
P 1.65 0.46 -1.38
H -0.35 -0.58 2.80
H -1.25 -1.74 1.85
H -2.05 -0.30 2.43
H -1.60 0.31 0.08
H -0.52 1.97 1.52
H 1.24 2.49 -2.41
H 1.23 -1.49 -2.36
*
```

Computed properties:
LUMO level ... 0.0005 Ha
E_tot ... -760.7546 Eh
Kohn-Sham gap ... 7.994 eV
ΔE to the lowest compared entry with this formula, charge and spin ... 2.290 eV
Maximum force ... 5.055 eV/A
HOMO ... -7.980 eV



Record 15
Below is one molecule with the formula C3H7OPS at a distorted geometry, with properties calculated with ωB97M-V/def2-TZVPD.

Structure (ORCA input):
```
! wB97M-V def2-TZVPD RIJCOSX def2/J DEFGRID3
* xyz 0 1
C -0.95 -1.80 0.34
C -0.45 -0.70 0.70
S 0.70 -0.04 -0.49
C -0.23 1.71 -0.73
O 0.74 -0.78 -1.73
P 2.62 -0.06 0.76
H -1.84 -2.19 0.78
H -0.53 -2.37 -0.48
H -0.85 -0.23 1.58
H -0.21 2.29 0.18
H 0.17 2.20 -1.57
H -1.23 1.39 -1.16
H 2.06 0.56 1.81
*
```

Computed properties:
LUMO level ... 0.0146 Ha
E_tot ... -933.1158 Eh
Kohn-Sham gap ... 7.642 eV
ΔE to the lowest compared entry with this formula, charge and spin ... 4.795 eV
Maximum force ... 4.590 eV/A
SMILES string ... C=C[S@](C)(=O)=P
HOMO ... -7.244 eV



Record 16
Below is one molecule with the formula C3H7OPS at a distorted geometry, with properties calculated with ωB97M-V/def2-TZVPD.

Structure (ORCA input):
```
! wB97M-V def2-TZVPD RIJCOSX def2/J DEFGRID3
* xyz 0 1
C 0.53 -0.57 2.35
P 0.30 -1.77 0.88
S -1.34 -0.75 -0.56
C -0.11 0.07 -1.37
C -0.60 0.97 -2.51
O 1.04 -0.05 -0.96
H 1.49 0.01 2.38
H 0.61 -1.32 3.19
H -0.32 -0.01 2.29
H -0.81 -2.37 1.61
H -1.25 1.70 -2.16
H -1.14 0.25 -3.15
H 0.27 1.35 -2.89
*
```

Computed properties:
LUMO level ... 0.0061 Ha
E_tot ... -933.2493 Eh
Kohn-Sham gap ... 9.396 eV
ΔE to the lowest compared entry with this formula, charge and spin ... 1.162 eV
Maximum force ... 4.692 eV/A
SMILES string ... CPSC(C)=O
HOMO ... -9.230 eV



Record 17
Below is one molecule with the formula C3H7OPS2 at a distorted geometry, with properties calculated with ωB97M-V/def2-TZVPD.

Structure (ORCA input):
```
! wB97M-V def2-TZVPD RIJCOSX def2/J DEFGRID3
* xyz 0 1
C -1.19 -0.53 2.17
P -1.06 -0.05 0.36
O -2.36 -0.12 -0.34
S 0.33 -1.39 -0.36
C 1.53 -0.27 -1.18
C 0.73 1.02 -1.46
S 0.16 1.81 0.05
H -2.28 -0.93 2.33
H -0.44 -1.33 2.23
H -0.94 0.15 2.96
H 1.77 -0.70 -2.13
H 2.34 -0.07 -0.54
H 1.40 1.66 -1.91
H 0.02 0.75 -2.19
*
```

Computed properties:
LUMO level ... 0.0131 Ha
E_tot ... -1331.5125 Eh
Kohn-Sham gap ... 9.711 eV
ΔE to the lowest compared entry with this formula, charge and spin ... 0.162 eV
Maximum force ... 2.513 eV/A
SMILES string ... CP1(=O)SCCS1
HOMO ... -9.356 eV



Record 18
Below is a 2-piece molecular cluster, C3H7OS overall at a distorted geometry, with properties calculated with ωB97M-V/def2-TZVPD.

Structure (ORCA input):
```
! wB97M-V def2-TZVPD RIJCOSX def2/J DEFGRID3
* xyz -1 1
O -3.87 -0.01 0.97
C -2.63 0.07 1.25
H -2.02 0.70 0.55
H -2.04 -0.23 2.10
C 1.74 0.48 -1.05
C 0.91 -0.71 -0.30
S 0.50 -0.21 1.36
H 1.97 1.42 -0.46
H 1.21 0.80 -1.96
H 2.72 0.21 -1.26
H 1.53 -1.60 -0.35
H -0.02 -0.91 -0.86
*
```

Computed properties:
LUMO level ... 0.1497 Ha
E_tot ... -591.9020 Eh
Kohn-Sham gap ... 6.621 eV
ΔE to the lowest compared entry with this formula, charge and spin ... 1.803 eV
Maximum force ... 5.543 eV/A
HOMO ... -2.548 eV



Record 19
Below is a 2-piece molecular cluster, C3H7OS overall at a distorted geometry, with properties calculated with ωB97M-V/def2-TZVPD.

Structure (ORCA input):
```
! wB97M-V def2-TZVPD RIJCOSX def2/J DEFGRID3
* xyz -1 1
C -0.34 2.16 -1.42
S 1.09 1.43 -2.31
H -0.29 1.95 -0.35
H -0.32 3.25 -1.49
H -1.30 1.80 -1.78
C -0.12 -2.37 1.50
C 0.38 -1.41 0.73
O 0.25 -0.13 1.19
H -0.02 -3.41 1.18
H -0.67 -2.28 2.43
H 0.81 -1.55 -0.24
H 0.53 0.56 0.57
*
```

Computed properties:
LUMO level ... 0.1424 Ha
E_tot ... -591.9253 Eh
Kohn-Sham gap ... 6.354 eV
ΔE to the lowest compared entry with this formula, charge and spin ... 1.170 eV
Maximum force ... 1.826 eV/A
HOMO ... -2.479 eV



Record 20
Below is C3H7OS as an isolated structure at a distorted geometry, with properties calculated with ωB97M-V/def2-TZVPD.

Structure (ORCA input):
```
! wB97M-V def2-TZVPD RIJCOSX def2/J DEFGRID3
* xyz -1 1
C 0.32 -0.88 -1.20
O -1.84 -2.19 0.08
C -0.22 0.23 0.42
C 0.45 0.44 -0.75
S 1.72 2.83 1.14
H 1.06 -1.63 -0.93
H -0.64 -1.33 -1.49
H -1.19 -0.28 0.42
H -0.03 1.06 1.14
H 1.36 1.02 -0.82
H -2.19 -3.09 0.12
H 1.20 3.81 1.87
*
```

Computed properties:
LUMO level ... 0.0693 Ha
E_tot ... -591.7493 Eh
Kohn-Sham gap ... 5.441 eV
ΔE to the lowest compared entry with this formula, charge and spin ... 5.960 eV
Maximum force ... 3.820 eV/A
HOMO ... -3.556 eV